# 1
Formula: C26H74MgN7O11
Source: the Open Molecules 2025 dataset
Level of theory: ωB97M-V/def2-TZVPD

For the HOMO energy, the calculation gives -10.783 eV. The gap between HOMO and LUMO comes out at 8.08 eV. As for the charge: +1. As for the total energy: -66551.1758 eV. The energy above the lowest of the compared OMol25 structures with the same formula, charge and spin comes out at 5.56 kcal per mole.

Each line ends with the Löwdin charge.
Element x y z (Å)
Mg1 14.37 -11.56 12.08  0.72
N1 11.34 -10.37 12.27  -0.49
O1 12.51 -10.78 12.04  -0.09
O2 10.84 -9.47 11.61  0.02
O3 10.72 -10.92 13.20  0.01
C1 16.09 -3.47 12.28  -0.07
C2 15.57 -4.81 11.78  -0.42
C3 14.52 -5.26 12.80  -0.20
O4 13.75 -6.37 12.33  -0.28
C4 12.61 -6.66 13.15  -0.09
N2 14.91 -4.60 10.47  0.06
H1 15.37 -2.65 12.16  0.08
H2 16.95 -3.15 11.69  0.08
H3 16.38 -3.50 13.33  0.08
H4 16.34 -5.58 11.79  0.13
H5 13.78 -4.47 12.98  0.13
H6 14.94 -5.51 13.79  0.13
H7 12.04 -5.75 13.37  0.10
H8 12.95 -7.06 14.11  0.07
H9 12.05 -7.41 12.60  0.06
H10 14.83 -5.48 9.96  0.05
H11 13.94 -4.41 10.69  0.07
C5 10.87 -8.41 15.88  -0.07
C6 9.52 -8.38 15.18  -0.43
C7 8.49 -7.58 15.96  -0.23
O5 7.29 -7.58 15.25  -0.19
C8 6.31 -6.78 15.90  -0.09
N3 9.69 -7.79 13.84  0.07
H12 10.74 -8.89 16.86  0.07
H13 11.30 -7.42 16.05  0.08
H14 11.58 -9.07 15.37  0.06
H15 9.20 -9.43 15.09  0.12
H16 8.85 -6.55 16.14  0.13
H17 8.43 -8.10 16.93  0.13
H18 5.36 -6.89 15.37  0.09
H19 6.63 -5.74 15.88  0.09
H20 6.12 -7.20 16.89  0.09
H21 8.76 -7.71 13.44  0.07
H22 10.05 -8.49 13.19  0.02
C9 7.81 -10.59 9.55  -0.06
C10 7.12 -10.99 10.86  -0.41
C11 7.30 -12.48 11.19  -0.23
O6 6.91 -13.30 10.14  -0.18
C12 5.56 -13.14 9.72  -0.08
N4 7.62 -10.11 11.94  0.05
H23 7.68 -9.53 9.34  0.08
H24 7.35 -11.16 8.73  0.07
H25 8.89 -10.80 9.56  0.07
H26 6.06 -10.74 10.76  0.13
H27 6.77 -12.66 12.13  0.10
H28 8.33 -12.66 11.52  0.12
H29 5.24 -14.00 9.13  0.09
H30 5.51 -12.24 9.11  0.08
H31 4.90 -13.04 10.58  0.10
H32 7.74 -9.18 11.54  0.06
H33 8.58 -10.28 12.23  0.03
C13 12.63 -8.78 7.82  -0.03
C14 13.10 -7.54 8.62  -0.40
C15 12.17 -6.35 8.44  -0.21
O7 12.33 -5.81 7.15  -0.16
C16 11.98 -4.45 7.07  -0.12
N5 13.19 -7.94 10.03  0.05
H34 11.55 -8.88 7.96  0.09
H35 13.21 -9.65 8.11  0.05
H36 12.74 -8.62 6.75  0.09
H37 14.12 -7.33 8.28  0.13
H38 12.49 -5.61 9.19  0.11
H39 11.12 -6.59 8.66  0.14
H40 12.60 -3.84 7.73  0.09
H41 10.94 -4.13 7.22  0.09
H42 12.26 -4.11 6.08  0.09
H43 12.37 -8.52 10.25  0.06
H44 12.97 -7.14 10.64  0.05
C17 12.51 -15.11 13.71  -0.03
C18 13.44 -14.21 12.91  -0.37
C19 12.90 -13.98 11.50  -0.15
O8 13.71 -13.06 10.74  -0.27
C20 13.32 -13.02 9.35  -0.02
N6 13.58 -12.86 13.51  0.04
H45 11.53 -14.63 13.84  0.08
H46 12.87 -15.16 14.74  0.09
H47 12.16 -16.09 13.39  0.09
H48 14.40 -14.71 12.84  0.15
H49 11.86 -13.65 11.47  0.14
H50 12.96 -14.93 10.96  0.14
H51 13.77 -12.14 8.93  0.07
H52 12.23 -13.00 9.26  0.11
H53 13.65 -13.97 8.92  0.11
H54 13.81 -12.97 14.49  0.11
H55 12.66 -12.43 13.55  0.07
C21 16.71 -8.69 10.43  -0.02
C22 15.93 -9.65 11.29  -0.39
C23 15.52 -9.15 12.67  -0.10
O9 15.04 -10.31 13.42  -0.26
C24 14.79 -9.98 14.78  -0.04
N7 14.86 -10.36 10.55  0.03
H56 17.64 -8.40 10.92  0.10
H57 16.19 -7.73 10.32  0.07
H58 16.90 -9.06 9.42  0.09
H59 16.68 -10.41 11.58  0.15
H60 14.68 -8.45 12.66  0.12
H61 16.38 -8.75 13.20  0.15
H62 14.16 -10.75 15.23  0.09
H63 14.22 -9.05 14.93  0.10
H64 15.71 -9.88 15.36  0.11
H65 15.28 -10.71 9.69  0.11
H66 14.30 -9.57 10.18  0.07
C25 8.11 -13.21 14.66  -0.16
O10 7.76 -12.29 15.68  -0.11
H67 8.93 -12.81 14.04  0.05
H68 8.37 -14.19 15.06  0.08
H69 7.24 -13.41 14.02  0.07
H70 7.30 -11.58 15.22  0.08
C26 10.92 -12.02 16.91  -0.15
O11 11.37 -12.57 15.69  -0.13
H71 10.32 -12.67 17.55  0.09
H72 11.77 -11.74 17.55  0.08
H73 10.36 -11.10 16.78  0.06
H74 11.03 -12.05 14.96  0.02

# 2
Formula: CH7NOS2
Source: the Open Molecules 2025 dataset
Level of theory: ωB97M-V/def2-TZVPD

For the HOMO energy, the calculation gives -9.252 eV. The gap between HOMO and LUMO comes out at 9.74 eV. As for the total energy: -26357.2687 eV. The SMILES is NCO.SS. The energy above the lowest of the compared OMol25 structures with the same formula, charge and spin comes out at 23.17 kcal per mole.

Each line ends with the Löwdin charge.
Element x y z (Å)
N1 -1.69 1.17 0.50  0.00
C1 -1.46 0.75 -0.89  -0.35
O1 -2.16 1.34 -1.95  -0.05
H1 -0.90 1.41 1.05  0.04
H2 -2.37 1.82 0.84  0.06
H3 -0.44 0.98 -1.12  0.10
H4 -1.59 -0.33 -0.78  0.11
H5 -2.89 1.80 -1.48  0.10
S1 2.49 -2.93 0.95  0.17
S2 4.28 -2.36 1.65  0.20
H6 1.93 -1.63 0.77  -0.15
H7 4.82 -2.04 0.48  -0.21